Entry 1:
The following is a DFT calculation (wB97M-V/def2-TZVPD) of a cluster of 10 separate species, H20O10 in total at a distorted geometry.

Computed properties:
Charge: 0
Total energy, Eh: -764.29771

Last column: natural (NBO) charge in e.
Geometry (Å):
O (16.712, 31.764, 55.343)  -0.9988
H (17.593, 32.022, 55.826)  0.4795
H (16.619, 32.395, 54.665)  0.4922
O (15.355, 29.223, 55.497)  -0.9417
H (15.966, 29.914, 55.527)  0.4884
H (15.068, 29.091, 56.437)  0.4904
O (16.305, 27.345, 51.941)  -0.9329
H (15.466, 27.624, 52.036)  0.4520
H (16.822, 27.967, 52.447)  0.4793
O (16.682, 30.101, 52.987)  -0.9464
H (16.109, 30.646, 52.562)  0.4671
H (16.596, 30.426, 53.842)  0.4692
O (19.377, 32.062, 51.993)  -0.9274
H (18.541, 32.124, 52.408)  0.4788
H (19.922, 31.768, 52.614)  0.4465
O (14.670, 32.005, 51.588)  -0.9390
H (13.783, 32.350, 51.530)  0.4886
H (14.882, 32.180, 50.669)  0.4929
O (18.164, 29.594, 49.686)  -0.9939
H (18.048, 29.157, 50.532)  0.5072
H (18.717, 29.122, 48.960)  0.4801
O (13.255, 29.160, 53.843)  -0.9936
H (13.523, 29.097, 52.880)  0.4486
H (14.225, 29.335, 54.295)  0.4990
O (16.622, 32.959, 53.179)  -1.0195
H (16.912, 33.930, 53.319)  0.4978
H (15.675, 32.877, 52.715)  0.5292
O (19.496, 28.264, 51.753)  -0.9367
H (19.270, 28.757, 52.438)  0.4585
H (20.292, 28.780, 51.205)  0.4844

***

Entry 2:
The following is a DFT calculation (wB97M-V/def2-TZVPD) of a cluster of 2 separate species, H4NO2P2 in total at a distorted geometry.

Computed properties:
Charge: -1
Total energy, Eh: -890.41063

Last column: natural (NBO) charge in e.
Geometry (Å):
N (0.283, -0.389, -0.311)  -1.3452
O (-0.799, -1.123, -2.729)  -0.9642
O (-1.425, 0.841, 1.275)  -1.1022
P (1.544, 1.075, 2.334)  -0.5795
P (0.006, 0.549, 1.011)  1.6867
H (1.276, -0.552, -0.427)  0.3455
H (-1.372, -0.764, -2.066)  0.4832
H (-0.035, -1.331, -2.263)  0.4783
H (0.523, 1.695, 3.176)  -0.0026

***

Entry 3:
The following is a DFT calculation (wB97M-V/def2-TZVPD) of a cluster of 2 separate species, ClN2O2 in total at a distorted geometry.

Computed properties:
Charge: -1
Total energy, Eh: -720.04828

Last column: natural (NBO) charge in e.
Geometry (Å):
N (-0.712, 1.406, 0.017)  -0.0401
N (-1.037, 0.247, -0.090)  0.3946
O (1.343, 0.260, -0.001)  -1.0306
O (-1.660, -0.852, -0.108)  -0.4063
Cl (2.066, -1.060, 0.182)  0.0823

***

Entry 4:
The following is a DFT calculation (wB97M-V/def2-TZVPD) of a structure of composition C7H13Br4Cl3O2Sr2 at a distorted geometry.

Computed properties:
Charge: +3
2S+1: 2
Total energy, Eh: -12161.95378

Last column: natural (NBO) charge in e.
Geometry (Å):
Sr (-2.623, 0.951, -2.023)  1.9251
Sr (-0.944, 4.331, -0.415)  1.9359
O (-0.419, 1.839, -0.825)  -1.1799
C (0.002, 0.820, 0.093)  -0.1172
C (-0.498, -0.678, -0.120)  -0.1965
O (-1.844, -0.925, -0.450)  -0.4175
H (-0.315, 1.118, 1.092)  0.1756
H (1.088, 0.837, 0.193)  0.2388
H (-0.239, -1.276, 0.754)  0.2577
H (0.017, -1.145, -0.959)  0.2954
Br (4.066, 1.051, 0.020)  0.0188
C (3.939, 1.492, -1.840)  -0.4884
C (2.940, 0.572, -2.447)  -0.4231
Br (3.670, -1.325, -2.588)  0.0246
H (4.924, 1.408, -2.298)  0.2652
H (3.715, 2.558, -1.892)  0.2224
H (2.668, 0.881, -3.457)  0.2252
H (1.970, 0.526, -1.954)  0.1782
Br (-2.902, 2.439, 1.814)  -0.2295
C (-2.765, 1.655, 3.655)  -0.3353
C (-2.260, 0.277, 3.610)  -0.4936
Br (-1.970, -0.481, 5.427)  0.1383
H (-3.769, 1.788, 4.059)  0.2619
H (-2.138, 2.309, 4.260)  0.2555
H (-1.282, 0.312, 3.131)  0.2095
H (-2.926, -0.364, 3.032)  0.2327
C (-0.531, -4.090, -1.911)  -0.2803
Cl (-0.251, -5.504, -0.887)  0.0689
Cl (-1.375, -4.537, -3.458)  0.0194
Cl (1.133, -3.556, -2.190)  0.0263
H (-1.080, -3.283, -1.425)  0.1859

***

Entry 5:
The following is a DFT calculation (wB97M-V/def2-TZVPD) of an isolated molecule of C2H4N2O2 at a distorted geometry.

Computed properties:
Charge: 0
Total energy, Eh: -338.33180

Last column: natural (NBO) charge in e.
Geometry (Å):
C (-0.664, 0.665, 0.295)  -0.4396
C (-0.525, -0.741, -0.279)  -0.0886
N (0.138, 1.620, -0.228)  -0.0775
N (1.676, -0.061, -0.370)  0.3754
O (2.674, 0.111, 0.224)  -0.2315
O (0.803, -1.186, -0.042)  -0.4186
H (-1.659, 0.998, 0.203)  0.2336
H (-0.530, 0.704, 1.328)  0.2320
H (-1.194, -1.509, 0.232)  0.2238
H (-0.719, -0.599, -1.363)  0.1911

***

Entry 6:
The following is a DFT calculation (wB97M-V/def2-TZVPD) of a structure of composition C4H2LiO2Ru at a distorted geometry.

Computed properties:
Charge: +1
2S+1: 7
Total energy, Eh: -406.01291

Last column: natural (NBO) charge in e.
Geometry (Å):
C (1.561, 0.359, 1.478)  0.6134
C (1.947, 1.519, 1.821)  -0.7380
O (1.153, -0.663, 0.982)  -0.6333
Li (-0.502, -1.421, 0.584)  0.9496
H (2.807, 1.858, 2.388)  0.3049
C (-2.106, -0.258, -0.290)  -0.6220
C (-1.609, 0.832, 0.046)  0.4439
O (-0.963, 1.852, 0.268)  -0.7543
Ru (0.332, 2.918, 1.277)  1.1441
H (-2.923, -0.804, -0.735)  0.2918